[1]
C30H33LuN2O2S3 as an isolated structure, computed with ωB97M-V/def2-TZVPD.

Geometry (Å):
Lu (-0.150, 0.241, -0.134)
S (-2.635, 0.658, 0.346)
S (-0.657, -0.010, -2.671)
S (6.404, 5.201, 4.493)
O (2.173, -0.432, -0.704)
O (6.387, 2.810, 5.644)
N (-0.437, -0.697, 2.152)
N (-0.781, -2.189, -0.433)
C (5.476, 3.533, 2.506)
C (-3.956, 0.575, 4.149)
C (-1.330, -2.629, 0.868)
C (3.811, 4.597, 3.873)
C (-1.669, -0.241, 2.816)
C (0.762, -0.307, 2.930)
C (-2.947, -0.067, 4.857)
C (3.138, 3.110, 2.096)
C (-0.452, -2.174, 2.015)
C (-2.695, -1.561, -3.583)
C (3.722, -0.891, -2.389)
C (-1.754, -2.315, -1.518)
C (2.815, 3.971, 3.149)
C (6.894, 3.895, 5.614)
C (-3.579, -2.621, -3.585)
C (2.808, 0.197, -1.830)
C (-1.811, -0.474, 4.182)
C (0.395, -2.999, -0.801)
C (-2.681, 0.391, 2.091)
C (4.033, -1.775, -1.159)
C (-1.763, -1.384, -2.560)
C (2.090, 2.461, 1.368)
C (3.240, -1.107, -0.037)
C (1.192, 1.922, 0.742)
C (5.150, 4.382, 3.557)
C (4.483, 2.900, 1.787)
C (8.060, 4.293, 6.490)
C (-3.552, -3.548, -2.556)
C (-2.634, -3.392, -1.531)
C (-3.821, 0.795, 2.797)
H (8.235, 5.366, 6.498)
H (0.125, -4.060, -0.860)
H (-4.239, -4.383, -2.543)
H (7.865, 3.936, 7.499)
H (1.774, 4.139, 3.387)
H (6.517, 3.370, 2.259)
H (0.736, 0.759, 3.130)
H (2.820, -1.793, 0.699)
H (3.557, 5.258, 4.691)
H (1.188, -2.882, -0.070)
H (4.740, 2.243, 0.967)
H (-2.616, -4.117, -0.729)
H (3.839, -0.360, 0.498)
H (8.950, 3.793, 6.110)
H (4.619, -0.468, -2.836)
H (3.370, 1.061, -1.459)
H (2.031, 0.528, -2.513)
H (0.580, -2.511, 1.887)
H (-4.292, -2.715, -4.393)
H (-3.041, -0.245, 5.918)
H (5.096, -1.813, -0.926)
H (-2.721, -0.835, -4.384)
H (3.199, -1.464, -3.154)
H (-4.610, 1.290, 2.249)
H (-0.813, -2.625, 2.949)
H (-2.331, -2.205, 0.969)
H (0.833, -0.870, 3.866)
H (-4.852, 0.906, 4.656)
H (0.762, -2.657, -1.769)
H (-1.026, -0.976, 4.730)
H (-1.411, -3.724, 0.906)
H (1.657, -0.512, 2.337)
H (3.691, -2.797, -1.322)

Computed properties:
HOMO = -7.51 eV
2S+1 = 1

[2]
A 2-piece molecular cluster, H5OS2 overall in a non-equilibrium geometry, computed with ωB97M-V/def2-TZVPD.

Geometry (Å):
S (-0.959, -0.013, 0.535)
S (0.088, -1.016, 1.954)
O (1.028, 0.490, -1.678)
H (1.715, 0.988, -1.440)
H (0.245, -0.268, 3.052)
H (-0.476, -0.530, -0.572)
H (0.387, 1.109, -2.191)
H (-2.028, -0.761, 0.339)

Computed properties:
HOMO (spin up / spin down) = -22.01 / -20.48 eV
charge = +2
2S+1 = 2

Number 1: total energy -3853.1215 Ha. Number 2: total energy -873.6744 Ha.